[1]
C3HBeO2 as an isolated structure in a non-equilibrium geometry. Source: OMol25; level of theory: ωB97M-V/def2-TZVPD.

Values from the calculation:
LUMO (alpha / beta): -1.2 / -0.9 eV
Spin multiplicity: 2
Charge: 0
Frontier orbital gap (alpha / beta): 6.79 / 8.73 eV

CARTESIAN COORDINATES (ANGSTROEM)
C: -1.41078 -0.31304 0.16317
C: -0.98707 0.88756 0.13275
O: 0.34089 1.15787 -0.00695
C: 1.16993 0.00221 -0.17102
O: 0.47907 -1.02407 -0.09754
H: -2.13808 -1.06946 -0.08561
Be: 2.54605 0.35893 0.06519

[2]
A 2-piece molecular cluster, C3HBrClN overall in a non-equilibrium geometry. Source: OMol25; level of theory: ωB97M-V/def2-TZVPD.

Values from the calculation:
LUMO: 0.6 eV
Charge: 0
Frontier orbital gap: 10.09 eV

CARTESIAN COORDINATES (ANGSTROEM)
Cl: -1.47755 -3.50388 -2.38493
C: -2.19945 -3.15967 -0.94033
C: -2.70750 -2.69194 0.07036
Br: -3.59650 -2.12594 1.56281
C: -0.40084 0.51415 -0.07143
N: -1.20646 0.13090 -0.75864
H: 0.29776 0.84711 0.64361

[3]
An isolated ion of composition C3HBrNO3 and charge -1 in a non-equilibrium geometry. Source: OMol25; level of theory: ωB97M-V/def2-TZVPD.

Values from the calculation:
LUMO: 3.4 eV
Charge: -1
Frontier orbital gap: 7.94 eV

CARTESIAN COORDINATES (ANGSTROEM)
O: 1.94793 2.22543 0.00076
C: 1.89275 1.03998 -0.43608
N: 1.64441 -0.08761 -0.71496
O: 0.97932 -1.10939 -0.33499
C: -0.62261 -1.07299 0.13281
O: -0.79777 -2.20137 -0.13734
C: -1.10328 0.23480 0.08288
Br: -3.11978 0.32299 0.37899
H: -0.82097 0.64816 1.02792